{
  "formula": "C3H11NOP",
  "method": "ωB97M-V with the def2-TZVPD basis set",
  "gap_ev": 8.8,
  "e_homo_ev": -13.0407,
  "total_charge": 1,
  "total_energy_ev": -16105.50294,
  "relative_energy_kcal_mol": 114.11,
  "max_force_ev_per_a": 4.42,
  "species": ["C", "C", "C", "N", "O", "P", "H", "H", "H", "H", "H", "H", "H", "H", "H", "H", "H"],
  "positions_angstrom": [[-0.9926, 1.0406, -0.7264], [-0.2670, 0.0144, 2.0086], [-0.0456, -0.1579, -0.4499], [0.7020, -0.0999, 0.8891], [-0.5955, -1.4103, -0.6474], [1.9177, 0.0304, -2.0953], [-1.1126, 1.2641, -1.7389], [-0.5764, 1.8356, -0.1846], [-1.8471, 0.9078, -0.2239], [0.1138, -0.3543, 3.0394], [-0.7944, 0.9981, 2.1273], [-0.9880, -0.8659, 1.8532], [1.2279, -1.0499, 0.8865], [1.3043, 0.7749, 1.0771], [-1.5663, -1.4571, -0.2760], [1.3144, -0.1490, -3.3756], [2.2053, -1.3214, -2.1631]],
  "forces_ev_per_a": [[4.0525, -1.5599, 0.8071], [-1.8845, -3.1067, 2.5042], [1.1514, 0.4795, -3.7381], [0.6607, 0.3930, 0.6711], [-1.7663, 0.5150, 1.7505], [-1.6353, 0.4387, 1.2768], [-0.1604, 0.1439, -1.4538], [0.8541, 1.7553, 0.2048], [-3.8103, -0.8969, 1.4623], [0.2003, 1.1726, -1.7798], [0.8050, -0.9868, -0.5565], [0.4281, 1.6787, -0.0189], [-0.6735, 2.1896, 0.4632], [-0.3312, -1.9861, -1.4046], [2.4280, 0.2008, -1.0733], [-0.4793, 0.3605, 0.4017], [0.1608, -0.7912, 0.4831]],
  "lowdin_charge": [-0.02, -0.05, -0.51, 0.00, -0.05, 0.80, 0.08, 0.07, 0.04, 0.14, 0.12, 0.12, 0.22, 0.21, 0.17, -0.15, -0.19]
}